This record from the Open Molecules 2025 dataset describes a molecular structure, C32H61Br3F16O15P3 at a distorted geometry. The level of theory is the ωB97M-V functional and the def2-TZVPD basis.

CARTESIAN COORDINATES (ANGSTROEM)
C: 1.3198 -1.5957 2.3950
C: 1.4769 -0.7038 1.1338
C: 0.1443 -0.2865 0.5096
O: 2.2351 0.3962 1.3415
H: 2.3202 -1.8934 2.7070
H: 0.7360 -2.4947 2.1575
H: 0.7722 -1.0850 3.1951
H: 1.9666 -1.3394 0.3556
H: -0.3973 0.4024 1.1621
H: -0.5406 -1.1345 0.3728
H: 0.3584 0.2036 -0.4413
C: -4.0665 4.3195 -2.8091
C: -3.0586 5.4346 -3.1195
O: -2.8347 6.1775 -1.9401
P: -1.5637 5.9491 -0.9848
O: -0.2728 5.6810 -1.6511
O: -1.5984 7.2287 -0.0215
C: -0.8008 8.3646 -0.3558
C: -1.4218 9.2416 -1.4543
O: -2.0973 4.7842 -0.0197
C: -1.3241 4.5967 1.1956
C: -1.4029 3.1576 1.6582
H: -3.7360 3.6381 -2.0269
H: -5.0298 4.7179 -2.4852
H: -4.2437 3.7625 -3.7331
H: -2.1523 4.9279 -3.4649
H: -3.4137 6.0323 -3.9585
H: -0.6866 8.8870 0.5928
H: 0.2027 8.0727 -0.6723
H: -2.4616 9.4552 -1.2151
H: -0.8636 10.1835 -1.4655
H: -1.2771 8.9016 -2.4789
H: -0.2792 4.8366 0.9907
H: -1.7247 5.2704 1.9535
H: -0.9270 3.0247 2.6255
H: -2.4360 2.8065 1.7292
H: -0.9916 2.5223 0.8729
C: 0.5488 -1.2932 -4.0603
C: 0.2855 -1.9163 -2.6921
O: -0.3721 -3.1740 -2.8938
P: -0.8642 -4.0788 -1.6584
O: 0.1112 -4.2061 -0.5581
O: -2.2595 -3.4387 -1.2674
C: -3.2808 -3.2454 -2.2603
C: -4.6138 -3.7000 -1.7160
O: -1.1786 -5.4397 -2.4301
C: -1.9271 -6.4839 -1.7850
C: -1.5455 -7.7444 -2.5256
H: -0.2884 -1.2658 -4.7534
H: 0.9120 -0.2824 -3.8558
H: 1.3980 -1.7643 -4.5631
H: 1.1352 -1.9095 -2.0113
H: -0.4860 -1.2682 -2.2586
H: -3.3412 -2.1515 -2.2892
H: -3.1259 -3.5311 -3.2997
H: -4.8851 -3.1926 -0.7906
H: -5.3930 -3.4585 -2.4418
H: -4.6317 -4.7754 -1.5292
H: -1.6882 -6.4400 -0.7207
H: -3.0025 -6.3283 -1.9001
H: -0.4859 -7.9252 -2.6791
H: -1.9614 -8.5918 -1.9700
H: -2.0769 -7.7406 -3.4781
C: 5.7349 -0.7998 -2.4940
C: 4.2508 -0.5638 -2.6429
O: 3.9639 0.6258 -3.3623
P: 3.4630 1.9456 -2.6312
O: 4.1486 2.2536 -1.3716
O: 1.9011 1.7225 -2.4609
C: 0.9990 2.7475 -2.0371
C: -0.4629 2.4340 -2.3615
O: 3.5847 3.0542 -3.7546
C: 4.8030 3.5171 -4.3144
C: 4.4833 3.9307 -5.7260
H: 5.9600 -1.5966 -1.7896
H: 6.1677 -0.9442 -3.4882
H: 6.2585 0.1025 -2.1674
H: 3.8113 -1.4101 -3.1810
H: 3.7003 -0.5542 -1.6968
H: 1.0910 2.7719 -0.9482
H: 1.2979 3.6869 -2.4986
H: -1.1580 2.9457 -1.7015
H: -0.6498 2.8382 -3.3617
H: -0.6125 1.3544 -2.3885
H: 5.2083 4.3120 -3.6833
H: 5.5932 2.7612 -4.3619
H: 5.3598 4.4287 -6.1510
H: 4.1921 3.0609 -6.3165
H: 3.6486 4.6204 -5.8614
C: 2.6349 -0.1294 5.7315
C: 2.8370 -1.6163 6.0454
C: 4.1605 -2.1807 5.5156
F: 4.3633 -3.4821 5.8145
F: 4.2796 -2.0626 4.1697
F: 2.8618 -1.7360 7.4017
F: 1.8312 -2.3775 5.5698
O: 1.3652 0.2038 6.3325
C: 0.9814 1.5363 6.1771
C: 0.6746 1.9569 4.7428
F: -0.0397 3.1103 4.6927
F: 1.7326 2.0827 3.9189
F: -0.1713 1.5576 6.8905
F: 1.8528 2.3709 6.7926
H: 2.5229 0.0239 4.6559
H: 3.4477 0.4519 6.1641
H: 5.0111 -1.6305 5.9339
H: 0.0892 1.1475 4.2915
C: -2.9832 -2.4503 1.8221
C: -4.0216 -1.3108 1.6859
C: -4.2352 -0.6520 3.0497
F: -3.0688 -0.0618 3.4250
F: -5.2186 0.2812 2.9770
F: -3.6624 -0.4334 0.7377
F: -5.2040 -1.8433 1.2565
O: -3.2916 -3.3455 2.8721
C: -2.8451 -4.6713 2.7594
C: -1.3193 -4.9000 2.6886
F: -0.6404 -4.1220 3.5698
F: -1.0193 -6.1575 3.0505
F: -3.3433 -5.2269 3.8657
F: -3.4185 -5.2338 1.6893
H: -1.9615 -2.0938 1.9760
H: -2.9810 -2.9395 0.8417
H: -4.4954 -1.3676 3.8327
H: -0.9629 -4.5493 1.7122
C: 2.1806 -6.8872 1.4187
Br: 2.1083 -5.0757 2.2036
Br: 0.5225 -7.5263 0.6250
Br: 2.7606 -8.0759 2.8561
H: 3.0149 -6.9269 0.7326

Properties
lowest unoccupied orbital energy: 0.071 Eh
energy above the lowest of the compared OMol25 structures with the same formula, charge and spin: 1.394 eV
frontier orbital gap: 0.1759 Ha
total charge: -1